Formula: C11H27BCsO5PtS2
Source: the OMol25 dataset
Level of theory: ωB97M-V/def2-TZVPD

Element x y z (Å)
Cs (4.65640, -1.48191, 0.70030)
Pt (-0.08505, -0.65122, -1.41565)
B (1.43030, -0.32888, 0.24306)
H (1.64379, -0.21362, 1.29443)
H (0.71004, -1.13220, 0.23155)
H (1.00974, 0.60697, -0.09095)
H (2.29784, -0.59558, -0.34044)
C (1.01577, -4.73213, -0.01630)
C (0.00588, -4.13792, -0.94911)
C (-1.39102, -3.99383, -0.26284)
O (0.35033, -2.97183, -1.68134)
H (1.93320, -4.63236, -0.59636)
H (0.79203, -5.77645, 0.20147)
H (0.97750, -4.17183, 0.91788)
H (-0.07702, -4.88998, -1.73373)
H (-1.54021, -4.81919, 0.43330)
H (-2.21612, -3.86266, -0.96292)
H (-1.32866, -3.14657, 0.42008)
C (0.15573, 4.78911, -3.46168)
C (1.40966, 3.90077, -3.50289)
C (1.54737, 3.13821, -2.16134)
S (-0.31327, 2.85964, -1.66643)
O (-0.48150, 3.32550, -0.30270)
O (-0.62968, 1.44386, -1.91111)
C (-1.01388, 4.03914, -2.89434)
H (-0.17656, 5.23792, -4.39775)
H (0.39144, 5.73770, -2.97926)
H (2.34472, 4.32492, -3.86876)
H (1.17305, 3.03174, -4.11682)
H (2.11102, 3.69655, -1.41391)
H (2.08996, 2.20372, -2.30423)
H (-1.54398, 4.81722, -2.34508)
H (-1.71715, 3.47974, -3.51126)
C (-0.07497, -0.88302, 3.74244)
C (-1.03707, 0.33464, 4.11366)
C (-1.16936, 0.95974, 2.69386)
S (-1.86217, -0.42124, 1.74804)
O (-1.36893, -0.16776, 0.42168)
O (-3.26935, -0.47920, 2.03979)
C (-0.93725, -1.64693, 2.68635)
H (0.09726, -1.60738, 4.53851)
H (0.82202, -0.69574, 3.15215)
H (-0.47614, 1.00918, 4.76054)
H (-1.96823, -0.04285, 4.53620)
H (-0.29235, 1.44391, 2.26431)
H (-2.00591, 1.64552, 2.82800)
H (-0.36949, -2.12094, 1.88569)
H (-1.61974, -2.42250, 3.03391)

Values from the calculation:
2S+1 = 4
Orbital gap (spin up / spin down) = 2.24 / 5.52 eV
Highest occupied orbital energy (spin up / spin down) = -3.2 / -6.6 eV
<S²> = 3.7594
Charge = 0
Largest force on an atom = 4.32 eV/Å